# 1
17
Properties=species:S:1:pos:R:3:forces:R:3:mulliken_charge:R:1 method="wB97M-V/def2-TZVPD" e_homo_ev=-7.66
C -2.333993 -0.807502 1.199620 0.2876 -3.1127 0.3872 0.122
C 1.596578 1.634166 0.324335 -2.3647 1.7603 0.6058 -0.829
C 1.112694 -0.789872 -0.565534 0.5334 -1.6722 -1.5329 -0.981
C -1.090085 -0.259358 -1.135155 0.5495 -4.9929 -0.8501 -0.799
N 0.299350 1.345608 -0.384044 1.0303 3.1418 1.3716 -1.024
N 0.025758 0.156739 -0.661781 1.4371 -0.5068 0.2789 0.890
O -2.720046 -1.882480 0.862478 -0.1912 0.5736 -0.0158 -0.380
Cl -0.973077 -0.759954 2.332993 0.0156 0.6497 0.0054 -0.162
H 1.508954 2.770194 0.426401 0.1379 -1.6117 0.6176 0.275
H 1.712974 1.088696 1.313411 -0.1288 0.9228 -0.9973 0.279
H 2.468172 1.560847 -0.269740 1.0435 -0.7273 -0.8160 0.379
H 1.710828 -0.646982 -1.471691 -0.1412 -0.1416 -0.0909 0.428
H 1.800098 -0.520187 0.204826 -0.1544 -0.4150 0.8362 0.351
H 0.740339 -1.833757 -0.573802 0.3723 0.7493 0.4250 0.272
H -1.072350 -1.374403 -1.330717 -0.3885 1.7045 0.0906 0.129
H -2.807545 0.089572 0.934662 -0.2519 1.7431 -0.0510 0.421
H -1.978650 0.228670 -1.206261 -1.7865 1.9352 -0.2645 0.630


# 2
46
Properties=species:S:1:pos:R:3:forces:R:3:lowdin_spin:R:1 method="wB97M-V/def2-TZVPD" e_homo_ev="-4.23 / -4.23" spin_multiplicity=2 charge=-1
Ga 0.288912 -0.110687 0.160608 -0.0965 0.1852 0.2636 0.001
I 2.153102 -1.513013 -1.908022 0.1519 0.0784 -0.0624 0.000
C 1.094234 -3.211823 -1.394172 -0.1568 -0.1166 0.0864 0.000
C 1.575776 -4.384060 -1.912387 -0.0292 -0.0522 0.0208 0.000
C 0.916231 -5.604643 -1.690269 0.0440 0.0536 -0.0347 0.000
C -0.225033 -5.602315 -0.954735 -0.0079 0.0524 0.0190 0.000
C -0.734444 -4.402919 -0.400295 -0.0971 -0.1162 0.0092 0.000
C -1.920433 -4.496488 0.365136 0.0412 0.0500 -0.0232 0.001
C -2.421396 -3.394878 0.963422 0.0189 -0.0176 -0.0077 0.001
C -1.762450 -2.157892 0.793609 -0.1001 0.0886 0.2048 0.025
C -0.637622 -1.946574 0.034754 0.2362 -0.2463 -0.2678 0.003
C -0.087902 -3.144626 -0.582911 0.0102 0.0554 -0.0918 0.001
H 2.476724 -4.365993 -2.509159 0.0042 -0.0027 -0.0090 0.000
H 1.312339 -6.519203 -2.111073 0.0114 -0.0089 -0.0029 0.000
H -0.770332 -6.518912 -0.769953 -0.0223 -0.0240 0.0071 0.000
H -2.398023 -5.460169 0.481615 -0.0065 -0.0275 -0.0060 0.000
H -3.298115 -3.449700 1.593541 -0.0243 0.0088 0.0000 0.000
H -1.696547 -0.527994 2.127210 0.0648 -0.0556 0.0085 0.011
S 1.473768 3.753118 2.095051 -0.0213 -0.0087 0.0071 0.000
Sb 2.472771 2.064245 0.920512 0.0718 0.0359 -0.0575 0.000
S 1.608034 -0.069637 1.957169 0.0120 -0.0462 0.1007 0.001
S 0.983114 1.621326 -1.081210 0.0197 0.1312 -0.0838 0.000
O -6.868047 3.301953 -1.519088 -0.0004 -0.0024 -0.0311 0.000
C -6.098217 4.397716 -1.085994 -0.1009 0.0202 -0.0874 0.000
N -5.071579 4.040621 -0.140138 -0.0120 -0.0580 0.0916 0.000
C -4.035608 3.269827 -0.593528 0.2530 0.2592 0.0396 0.000
O -3.936184 2.984252 -1.773445 -0.0521 -0.1451 -0.0713 0.000
C -3.018306 2.861948 0.419780 -0.1300 -0.0461 0.0077 0.003
C -2.887089 3.465839 1.674080 0.0309 -0.0123 -0.0088 0.002
C -1.923883 3.006809 2.540542 -0.0304 0.0163 -0.0342 0.002
C -1.121498 1.941798 2.145801 0.0467 -0.0113 -0.0105 0.002
N -1.254648 1.357716 0.959592 -0.0196 0.0012 -0.1665 0.004
C -2.162664 1.829758 0.098408 0.0282 -0.0260 0.0604 0.004
H -6.275210 2.748547 -2.044954 -0.0101 -0.0125 0.0153 0.000
H -6.782960 5.095999 -0.608142 0.0257 -0.0129 -0.0016 0.000
H -5.611229 4.881526 -1.935339 -0.0047 0.0138 0.0670 0.000
H -5.325259 3.957289 0.830367 -0.0198 0.0175 -0.0162 0.000
H -3.497690 4.317189 1.946786 -0.0227 -0.0032 -0.0006 0.000
H -1.746044 3.477855 3.495501 0.0168 0.0018 0.0065 0.000
H -0.339346 1.543720 2.781420 -0.0225 0.0193 0.0122 0.000
H -2.210247 1.371344 -0.881935 -0.0009 -0.0112 0.0087 0.000
N -2.329698 -1.092324 1.582979 -0.1594 -0.0609 0.0111 0.095
C -3.584841 -0.698272 1.534197 0.1097 -0.0032 -0.0064 0.549
N -4.642917 -1.009765 0.958974 -0.0965 0.1127 0.0854 0.220
C -5.127191 -1.983378 0.215702 0.0949 0.0444 0.0210 0.042
N -5.662073 -2.788375 -0.417414 -0.0481 -0.1186 -0.0726 0.032


# 3
16
Properties=species:S:1:pos:R:3:forces:R:3:mulliken_charge:R:1 method="wB97M-V/def2-TZVPD" e_homo_ev=-8.17 smiles="O[C@@H]1CC(=S)[C@@H]2C[C@@H]12"
O 2.345502 -1.041360 -0.525628 4.7415 -1.6145 -4.2769 -0.543
C 1.573340 -0.304205 0.232648 0.1735 2.5054 2.1000 0.153
C 0.298885 -1.249909 0.519669 0.5210 -1.8598 1.5369 -0.397
C -0.812979 -0.337499 0.395927 -1.2414 3.1272 -0.7356 0.106
S -2.215040 -0.569497 -0.305816 -1.6000 -0.7037 -0.4536 -0.304
C -0.292600 1.069376 0.664385 1.6096 -0.9699 2.3862 -0.076
C 0.163430 2.216049 -0.197693 -2.2942 4.9092 1.3484 -0.660
C 0.820520 0.920883 -0.346440 -1.0121 -0.5611 -2.6271 -0.143
H 3.224071 -0.634707 -0.895531 -2.6917 -0.7017 1.3684 0.361
H 2.288415 0.148783 1.064942 -2.1525 -1.0676 -0.4440 0.239
H 0.093992 -2.261677 -0.135119 1.1598 2.6705 1.7110 0.294
H 0.210477 -1.453391 1.633773 0.6704 -0.6044 -1.0599 0.223
H 0.354225 1.137714 1.632537 -1.6528 -0.1670 -1.1177 0.139
H 0.331591 3.154271 0.436994 0.9168 -1.6405 -0.4494 0.252
H -0.498387 2.719969 -1.002887 1.2002 -1.7884 0.6383 0.211
H 0.168656 0.743703 -1.247612 1.6520 -1.5339 0.0751 0.147


# 4
38
Properties=species:S:1:pos:R:3:forces:R:3:mulliken_charge:R:1 method="wB97M-V/def2-TZVPD" e_homo_ev=-5.35 charge=-1
O -1.154148 -2.423496 -2.815551 -0.5731 -1.6150 -1.5016 -0.660
H 0.554283 3.474953 1.704407 0.1906 -0.9659 0.5871 0.300
H 1.179523 -1.573633 -0.359751 -0.2950 -0.7949 0.1841 0.335
O -0.597620 -0.505201 1.756157 1.3987 0.0726 -0.1782 -0.721
H -1.469615 -0.696479 2.029847 -1.0012 -0.6794 0.3927 -0.148
H 0.287909 1.919510 1.649136 0.8164 1.1259 1.1650 0.262
O 0.293124 -1.729106 -0.702374 -1.3789 -0.3342 -1.3370 -0.616
H -0.286157 -2.295447 -0.148607 1.2040 0.7278 0.1056 0.247
O -1.420809 3.405839 -0.587323 0.5106 -1.4708 1.4668 -0.776
H -0.443303 3.440733 -0.499053 -0.5515 0.0550 -0.3324 0.316
H -1.636090 2.703317 0.101983 0.0685 1.1699 -0.9252 0.369
O 2.457803 -2.925849 0.057420 1.6625 -0.3429 -1.1521 -0.694
H -1.029481 -1.650544 -2.279326 0.8931 0.1706 0.6983 0.332
H 1.814762 -3.582890 -0.226841 -0.0954 0.2767 0.4156 0.320
O -3.162324 0.548496 1.108368 -1.0633 3.2730 -0.4162 -0.590
H -2.778577 0.027843 1.776706 0.4682 -1.3762 0.2399 0.279
H -3.558915 0.166698 0.344299 0.0760 -1.2623 -0.2152 0.290
O 0.437306 -2.845872 1.784321 -1.2319 -1.0260 1.9796 -0.748
H -0.022440 -3.194619 2.617479 1.2246 0.7816 -1.8145 0.261
H 3.110795 2.232228 -1.189151 -2.3612 0.2510 -0.7044 0.282
O 0.657615 2.657162 2.243427 -1.0103 -0.3809 -1.6138 -0.636
H 2.128987 -2.538541 0.857778 -0.5539 -0.4004 1.0919 0.370
H 0.361025 0.130649 -0.575777 -1.6463 -0.7663 -1.0598 0.382
O 2.198390 2.510523 -1.529420 0.9079 -1.1216 0.1937 -0.652
H 0.082183 -1.874227 1.755811 -0.4320 0.4326 0.3547 0.457
H 0.183546 0.683464 4.447167 0.6206 0.9901 -0.0683 0.292
O 1.602625 0.343997 -3.939764 0.4414 -3.6307 2.8131 -0.638
H 0.799430 0.770601 -4.070693 -2.2134 1.8676 -0.7758 0.295
H 1.211281 -0.328446 -3.234608 1.7151 1.6434 -1.9550 0.335
O -1.252580 1.127902 -2.257928 0.1000 0.9760 1.6641 -0.509
H -1.725722 1.439199 -3.002020 -0.7367 -0.0499 -1.7734 0.257
H 1.615472 1.684191 -1.534833 1.6678 1.4984 0.4182 0.428
O 0.158817 -0.263676 4.459390 -0.1859 -0.3644 0.9553 -0.580
H -0.721317 -0.372108 4.098329 -0.0335 -0.5889 -0.6604 0.287
H -1.441461 1.931958 -1.686188 0.7461 -1.0766 -0.1579 0.303
O 0.989669 0.626800 -0.094664 1.4275 0.9743 0.9118 -0.579
H 1.005577 0.055401 0.686250 -0.2051 0.5275 0.5185 0.245
H -0.429565 -3.081329 -2.744401 -0.5708 1.4336 0.4855 0.302


# 5
20
Properties=species:S:1:pos:R:3:forces:R:3:lowdin_spin:R:1 method="wB97M-V/def2-TZVPD" e_homo_ev="-4.61 / -7.79" spin_multiplicity=2
O -2.179455 -1.082600 1.808571 0.1363 1.0410 1.6295 0.081
C -1.725287 -0.239357 2.563778 -0.4332 -1.0971 -0.7535 0.018
C -0.410647 0.416463 2.277577 0.1068 0.5137 0.1239 0.007
O 0.020196 -0.006693 1.013372 0.6581 0.2807 0.5155 0.078
C 1.020538 0.790386 0.392414 0.0634 0.2866 0.1207 0.008
C 1.392472 0.101185 -0.895944 0.1838 -0.1933 -0.2664 0.021
O 0.186172 -0.186747 -1.579049 0.6519 0.6619 -0.2330 0.101
C 0.366261 -0.680490 -2.894808 0.0460 -0.1869 -0.2752 0.030
Zn -1.281704 -1.084850 -0.253523 -1.7953 -0.4119 -0.9429 0.532
H -2.251646 0.091670 3.476670 0.0323 -0.1721 -0.0926 0.001
H 0.319830 0.150672 3.061095 -0.1521 0.0265 -0.1018 0.001
H -0.560097 1.511290 2.327841 0.0668 -0.1988 -0.1252 0.001
H 1.900430 0.876687 1.045906 -0.1323 -0.0117 -0.1173 0.001
H 0.612418 1.793970 0.197361 0.0529 -0.1885 0.0234 0.000
H 1.941772 -0.834325 -0.699066 -0.1148 0.1679 0.0012 0.010
H 2.030526 0.764354 -1.499581 -0.1005 -0.0936 0.1137 0.001
H -0.630080 -0.868301 -3.310836 0.2777 0.0472 0.1743 0.007
H 0.888360 0.066839 -3.508712 -0.0923 -0.1227 0.1128 0.001
H 0.942630 -1.618063 -2.882433 -0.1507 0.1897 -0.0127 0.009
H -2.582690 0.037909 -0.640634 0.6952 -0.5385 0.1057 0.092


# 6
24
Properties=species:S:1:pos:R:3:forces:R:3:mulliken_charge:R:1 method="wB97M-V/def2-TZVPD" e_homo_ev=-8.49 smiles="N/C=C/CCCO.O.O"
N 2.311131 0.005653 1.020927 -0.5399 0.1051 -0.3884 -0.417
C 1.030220 0.089149 0.415189 1.5924 -1.4802 0.9497 -0.166
C 0.368416 -1.036671 0.119031 -2.1452 1.7168 -0.9149 -0.995
C -1.006515 -0.997388 -0.608436 -0.4589 -0.7173 1.1694 -0.749
C -0.988697 -0.882995 -2.154263 0.5385 -0.0857 0.8736 -0.635
C -0.983671 0.576606 -2.686305 -0.6710 -1.1762 -1.0479 -0.463
O -0.461371 1.561621 -1.867020 0.1058 0.7529 0.8744 -0.509
H 2.920420 0.799578 0.949260 -0.0747 -0.0087 0.4054 0.209
H 2.399125 -0.601914 1.815465 0.2309 0.0912 0.0614 0.215
H 0.650247 1.092104 0.389884 -0.4717 -0.0050 -1.0200 0.470
H 0.686225 -2.011104 0.449237 0.6081 -0.1258 -0.2736 0.499
H -1.571902 -1.877381 -0.235228 0.5852 -0.2934 -0.8671 0.494
H -1.734326 -0.294678 -0.190465 0.6460 0.8888 -0.0893 0.390
H -1.854816 -1.431846 -2.526666 -0.0842 0.2714 -0.2434 0.338
H -0.117770 -1.410613 -2.543655 0.1249 -0.0753 0.0922 0.318
H -0.461958 0.572999 -3.669323 -0.5255 0.0813 0.3481 0.313
H -2.033458 0.857734 -2.815748 0.1736 0.0945 -0.2672 0.287
H 0.491402 1.543007 -1.857484 0.4108 -0.2093 -0.0989 0.311
O -0.191955 -0.789911 3.199622 0.1220 0.0279 0.5384 -0.669
H -0.267735 -0.479699 2.291226 -0.0841 -0.1314 -0.1981 0.397
H -0.414968 -1.725919 3.203928 -0.0295 0.1279 -0.1532 0.305
O 0.090081 2.274941 2.432825 -1.1494 0.7183 -0.3500 -0.627
H 0.701642 2.390223 1.704442 0.4111 -0.1910 0.5804 0.356
H 0.440235 1.776505 3.163558 0.6847 -0.3769 0.0190 0.326


Values for energy relative to the best compared isomer or geometry (same formula, charge and spin), kcal per mole, ordered as above
93.9 38.8 136.7 88.1 20.2 57.3